C13H22BrCuN2O3 | ωB97M-V/def2-TZVPD

Properties
HOMO-LUMO gap   7.85 eV
Spin multiplicity   1
E_LUMO   -1.06 eV
E_tot   -137638.705 eV

CARTESIAN COORDINATES (ANGSTROEM)
C -3.873 0.419 -1.869
C -2.606 0.769 -2.078
N -1.554 0.288 -1.203
C -1.002 -0.865 -1.917
Br -0.065 -2.111 -0.702
C -0.186 -0.563 -3.208
C 1.313 -0.888 -3.167
C -0.624 1.408 -1.015
C 0.547 1.145 -0.020
C 0.113 0.722 1.446
N 0.979 -0.343 1.890
C 2.353 0.097 2.146
C 3.206 -1.123 2.563
C 0.419 -0.961 3.070
C -0.463 -2.175 2.904
O 0.666 -0.544 4.184
C -1.465 2.578 -0.398
O -1.232 3.795 -0.694
O -2.344 2.315 0.447
H -4.557 0.115 -2.652
H -4.248 0.390 -0.851
H -2.285 1.430 -2.887
H -1.858 -1.445 -2.229
H -0.584 -1.216 -3.987
H -0.346 0.447 -3.573
H 1.816 -0.512 -4.059
H 1.814 -0.485 -2.290
H 1.453 -1.965 -3.186
H -0.205 1.834 -1.933
H 1.083 2.105 0.068
H 1.285 0.429 -0.368
H 0.187 1.640 2.133
H -0.927 0.398 1.448
H 2.415 0.898 2.892
H 2.822 0.479 1.242
H 4.220 -0.949 2.204
H 2.840 -2.011 2.054
H 3.227 -1.227 3.643
H -1.421 -1.920 2.456
H -0.601 -2.613 3.887
H 0.032 -2.919 2.280
Cu -0.342 3.131 1.329